Density functional theory data (wB97M-V/def2-TZVPD) for C36H64CaF12N6O54S12 as an isolated structure at a distorted geometry.

```
185
Properties=species:S:1:pos:R:3:forces:R:3
Ca -1.168533 -1.639207 3.488705 -0.321 1.060 -0.986
N -5.728323 -4.591387 -4.546395 3.077 1.600 2.383
S -5.369873 -5.905077 -3.804635 -0.894 -7.162 -0.980
O -5.812553 -6.040847 -2.432885 0.573 0.055 -0.739
O -4.142023 -6.611357 -4.218555 -1.579 1.642 1.209
F -6.451183 -6.857577 -4.582985 -0.154 0.492 0.121
S -4.479453 -3.793127 -3.586975 0.297 5.224 -0.078
O -3.095583 -3.907847 -4.006045 -1.756 -0.707 0.522
O -4.770673 -3.577227 -2.163515 0.494 -0.893 -2.375
F -4.864673 -2.363017 -4.211565 -0.067 -0.375 0.128
N 3.546047 2.020823 -5.341955 0.910 -5.282 2.372
S 3.498047 0.924373 -4.010685 4.070 -4.688 -0.269
O 2.270247 0.362223 -3.547775 -0.357 0.605 -0.134
O 4.602167 0.980633 -3.037635 -1.860 1.157 -1.031
F 4.080147 -0.317157 -4.850255 -0.152 -0.159 -0.779
S 2.956427 3.069643 -4.441125 -3.537 8.601 0.877
O 3.887527 3.803003 -3.587005 -0.892 -1.213 -0.316
O 1.571097 2.909413 -3.994585 2.610 -0.184 -0.210
F 2.824087 4.097533 -5.647255 -0.332 0.778 -0.469
N -0.626433 -0.487177 1.597335 3.892 2.130 -2.168
S 0.691177 0.305203 0.800625 6.071 1.118 0.203
O 1.356537 1.383943 1.602535 -2.268 -3.307 -1.789
O 0.694477 0.377023 -0.658125 -1.241 0.750 2.561
F 1.634657 -0.941527 0.898615 0.835 -0.834 1.261
S -1.539073 0.476843 0.789455 -9.164 3.979 0.456
O -2.064983 -0.062917 -0.418365 0.932 0.125 -0.397
O -1.451673 1.938373 1.007405 1.630 -3.235 -1.125
F -2.808253 0.261973 1.754685 -0.171 -0.975 0.717
N -2.566533 -0.634557 4.780235 -2.906 -2.422 3.257
S -3.817693 -1.238697 5.785705 -2.665 -3.200 -0.521
O -5.178513 -0.924867 5.344545 3.298 -0.351 1.047
O -3.513413 -1.310487 7.191355 0.175 0.577 -1.423
F -3.602973 -2.772197 5.290415 0.210 1.099 0.226
S -2.800743 0.844563 5.004585 -0.111 8.986 -0.954
O -2.479583 1.440173 6.316035 -0.576 -1.802 -1.978
O -3.975193 1.378003 4.314345 2.135 -1.009 1.464
F -1.538153 1.388703 4.095775 -0.839 -0.954 0.570
N -2.167923 4.953183 -2.951805 1.646 -1.214 3.541
S -0.993673 4.291083 -1.907075 1.166 1.121 5.881
O 0.091327 5.211533 -1.542655 -1.876 -1.434 -1.528
O -0.647383 2.863163 -1.833815 -1.430 2.408 -1.173
F -1.970963 4.522243 -0.619375 0.419 -0.457 -0.550
S -1.384993 4.572133 -4.182895 0.714 -0.030 -7.658
O -1.707553 3.262093 -4.726535 0.441 0.929 0.488
O -0.049353 5.087193 -4.372115 -0.859 -0.689 0.608
F -2.178173 5.573603 -5.223535 -0.349 -0.267 0.213
N -0.327473 -3.612877 3.667625 -0.381 -1.733 4.781
S 0.223227 -4.655177 2.749185 3.903 -4.150 -9.628
O -0.652463 -5.776027 2.454725 0.885 0.422 1.731
O 1.673237 -4.851817 2.852565 -2.898 0.425 -0.468
F -0.005613 -3.929667 1.267135 0.574 0.525 1.945
S -0.225603 -4.671717 5.035405 0.161 -0.228 7.185
O 1.093267 -5.275887 5.380055 -3.424 1.404 -1.828
O -1.430933 -5.387217 5.468985 2.129 1.297 -2.226
F -0.238833 -3.449877 6.122945 -0.106 -0.233 -1.263
C -0.897863 -2.779437 -1.519055 0.805 1.860 -0.855
C -0.457393 -1.813247 -2.658865 -0.388 0.312 0.882
O 0.161377 -2.674657 -3.598065 1.018 -2.241 -0.321
C 0.390667 -3.935707 -3.040105 0.017 1.087 -0.413
O 1.088017 -4.826887 -3.495145 -1.211 1.686 0.456
O -0.237893 -3.993717 -1.854965 0.008 -1.034 -0.252
H -1.987383 -2.795627 -1.547005 0.155 -0.798 0.559
H -0.426643 -2.426357 -0.601785 -0.701 -0.165 0.210
H 0.229067 -1.033267 -2.329435 0.265 -0.305 -0.080
H -1.300803 -1.270277 -3.085415 -0.039 -0.433 -0.288
C -3.809783 -5.634677 0.514145 -0.403 -2.123 -1.009
C -3.893123 -6.205947 1.924285 -0.107 0.403 0.735
O -3.869263 -5.014237 2.746155 0.366 1.671 -0.991
C -3.433913 -3.964587 1.954395 -1.227 -0.483 0.673
O -3.304643 -2.821117 2.351935 0.937 -1.196 -0.195
O -3.322253 -4.367757 0.688615 1.018 2.698 0.817
H -4.764933 -5.591757 -0.009265 -0.274 0.137 0.259
H -3.167283 -6.158017 -0.193955 0.266 -0.169 0.339
H -3.047163 -6.758787 2.332695 -0.058 -0.480 -0.710
H -4.855103 -6.690857 2.090325 0.225 -0.180 0.108
C 3.417777 -2.402307 -2.078175 0.048 -0.313 0.530
C 3.271767 -3.680067 -1.219945 -1.387 1.050 -1.752
C 3.816527 -4.924827 -1.892715 -0.206 -0.433 -0.123
O 4.701427 -5.491687 -0.938555 0.864 0.686 1.388
C 4.835227 -4.630117 0.098205 1.777 -0.037 2.700
O 5.626367 -4.786157 1.049875 -2.421 0.409 -2.984
O 3.989837 -3.560317 -0.009905 1.228 -1.303 0.478
H 3.190167 -2.566597 -3.131405 0.069 -0.294 0.001
H 4.448127 -2.061307 -1.977235 0.063 0.130 -0.210
H 2.759817 -1.584187 -1.785135 0.033 -0.070 0.304
H 2.216567 -3.878787 -1.032415 -0.018 0.237 0.540
H 4.382727 -4.685127 -2.792745 -0.179 -0.217 -0.132
H 3.036927 -5.675747 -2.020995 0.054 0.292 -0.648
C 5.979947 -0.715017 1.805095 -0.394 0.395 -0.128
C 5.734867 0.752343 1.339535 -1.186 -3.552 -0.600
C 4.486757 1.353183 1.917015 -1.548 -0.658 -0.674
O 4.926457 2.500653 2.545205 0.902 1.645 0.537
C 6.255647 2.547823 2.497065 0.660 1.175 1.265
O 6.907527 3.378713 3.074305 -0.024 -0.199 -0.410
O 6.770707 1.509213 1.833595 1.134 1.348 0.249
H 5.313187 -1.470417 1.389265 0.006 0.233 -0.644
H 5.756617 -0.811407 2.867615 0.377 0.360 0.303
H 7.016227 -0.993227 1.613235 -0.075 -0.079 -0.007
H 5.615727 0.822663 0.258345 0.734 -0.015 -0.147
H 3.972627 0.784393 2.691775 -0.101 -0.437 -0.369
H 3.838537 1.629423 1.085395 -0.389 -0.074 0.400
C -5.868283 -1.396727 0.840425 0.236 -1.762 -0.076
O -6.954383 -0.493067 0.987735 -0.503 0.948 -0.177
C -7.168103 0.238683 2.075485 2.552 0.730 2.068
O -6.633893 0.087523 3.193415 -2.287 0.351 -3.536
O -7.943623 1.344563 1.808435 -0.534 -0.555 -0.146
C -8.512293 1.711023 0.512435 0.399 -0.476 -0.040
H -6.301133 -2.188827 0.229445 0.082 -0.173 0.033
H -5.502673 -1.848187 1.762715 -0.362 0.433 0.276
H -4.992793 -1.068347 0.280255 -0.322 1.033 0.115
H -9.453733 2.236913 0.671285 0.181 0.085 0.535
H -8.760283 0.898383 -0.170375 0.322 -0.484 0.437
H -7.840353 2.363273 -0.045385 0.239 0.029 0.306
C 2.914607 -2.077097 4.172905 -1.669 -0.042 -1.017
O 2.769887 -0.666197 4.390225 0.211 2.128 0.737
C 1.632757 -0.031777 4.762795 -0.798 -2.616 0.774
O 0.521137 -0.640407 4.823935 2.497 1.844 -0.438
O 1.929687 1.193163 5.186745 -0.542 -0.097 0.762
C 0.920337 1.955483 5.961695 -2.006 -0.396 -0.749
H 2.508107 -2.237227 3.174295 -0.317 -0.540 0.114
H 2.358647 -2.613417 4.941905 0.136 -0.174 -0.166
H 3.945967 -2.415007 4.071845 0.139 0.762 0.603
H 0.388187 2.634023 5.294975 0.155 -0.308 -0.379
H 1.163107 2.590863 6.813435 1.832 -0.402 -0.228
H 0.157327 1.304883 6.389075 0.146 -0.453 -0.411
C 0.841567 -3.988757 -7.120665 0.878 2.050 0.930
C 1.868367 -2.779857 -6.966645 -0.084 -2.554 0.934
O 1.108857 -1.623637 -6.799305 -1.257 0.452 -0.218
C 1.662277 -0.449217 -6.907365 1.927 4.434 -1.253
O 2.728737 -0.179057 -7.532755 -3.848 -1.150 2.258
O 0.862107 0.601123 -6.338855 3.014 -1.948 -1.325
C -0.226263 0.268133 -5.498275 -1.022 -1.032 -0.211
H 1.346177 -4.941697 -6.961435 -0.029 0.005 -0.603
H 0.283247 -3.821787 -8.041815 0.182 -0.589 -0.159
H 0.135937 -3.892327 -6.295505 -0.068 0.004 0.003
H 2.633557 -2.802817 -7.742565 -0.353 0.671 -0.340
H 2.395257 -2.844257 -6.014625 0.250 -0.592 0.018
H -0.575123 1.095813 -4.880735 0.620 0.367 -0.337
H -0.030953 -0.589067 -4.853945 0.295 0.142 -0.159
H -1.018003 -0.014407 -6.192115 -0.513 -0.098 0.268
C 7.627937 6.095143 0.311175 -0.447 0.152 0.293
C 6.142017 6.091053 0.651995 -0.333 0.444 0.115
O 5.537617 4.884663 0.255365 -0.820 -0.456 -0.489
C 4.193297 4.835753 -0.088575 -2.116 4.541 0.379
O 3.357507 5.794663 -0.068945 3.784 -3.089 0.099
O 3.955317 3.633553 -0.432235 1.240 -1.755 -0.177
C 2.672127 3.256423 -0.903375 -1.315 0.140 0.395
H 8.186867 5.566033 1.083025 0.135 -0.204 -0.272
H 7.930017 7.142363 0.324255 0.252 0.066 0.015
H 7.814797 5.701673 -0.688005 -0.013 -0.129 0.110
H 5.656807 6.951013 0.190325 -0.254 -0.134 -0.148
H 6.005887 6.181383 1.729685 0.055 0.169 0.167
H 2.003137 3.357763 -0.048815 -0.365 0.253 -0.315
H 2.696337 2.195283 -1.151375 0.360 0.190 -0.294
H 2.378257 3.885683 -1.743475 -0.122 -0.233 0.284
C -3.921213 0.691383 -3.570815 -0.535 1.462 1.487
C -5.161603 0.951223 -2.634775 1.026 -1.406 -0.863
O -4.866293 1.138583 -1.236405 0.382 1.187 0.310
C -4.464853 2.324683 -0.682575 -0.011 2.467 -1.866
O -4.284963 3.422273 -1.251655 -1.083 -3.599 1.366
O -4.382463 2.120083 0.633905 0.054 -1.033 -0.444
C -4.423513 3.238063 1.497245 -0.359 0.269 0.273
H -4.244733 0.185553 -4.480515 0.116 0.035 0.110
H -3.129973 0.165443 -3.036555 -0.264 -0.408 -0.031
H -3.493053 1.674713 -3.765345 0.143 -0.052 -0.504
H -5.712613 0.011353 -2.601275 -0.204 0.022 0.069
H -5.811683 1.686853 -3.108425 0.110 0.506 0.566
H -3.454273 3.698053 1.689805 -0.075 0.149 -0.819
H -4.737563 2.889373 2.481065 -0.293 -0.342 -0.223
H -5.179283 3.885763 1.052955 0.344 0.650 0.392
C 3.862677 4.818863 4.648515 0.643 1.024 0.667
C 2.650437 4.219873 3.994365 0.982 -2.108 0.729
O 2.213197 5.036133 2.979005 -1.314 1.305 -1.509
C 0.997627 4.869943 2.410635 -2.396 0.658 -1.681
O 0.731257 5.245063 1.276555 0.612 -1.002 3.250
O 0.048427 4.336963 3.317145 1.442 0.490 -0.007
C -1.370683 4.347323 2.982965 1.101 -0.177 -0.283
H 3.643717 5.760003 5.152905 -0.192 0.302 -0.157
H 4.677487 4.999223 3.947335 -0.255 0.062 -0.353
H 4.359997 4.239563 5.426455 -0.491 -0.682 -0.029
H 1.841307 3.938593 4.668375 0.231 0.299 0.087
H 3.033737 3.326783 3.500825 -0.381 -0.438 0.253
H -1.715533 5.381303 2.974965 -0.011 -0.053 -0.714
H -1.930353 3.851453 3.776045 0.507 -0.166 0.219
H -1.455483 3.736093 2.084455 -0.422 0.748 -0.153
```
Positions in Å, forces in eV/Å.

Calculated values
HOMO energy = -1.37 eV
gap between HOMO and LUMO = 6.66 eV
maximum force = 11.2 eV/A
net charge = -4